# 1
Density functional theory data (wB97M-V/def2-TZVPD) for a cluster of 2 separate species, C4H12 in total in a non-equilibrium geometry.

Values from the calculation:
- HOMO-LUMO gap (spin up / spin down): 13.37 / 3.81 eV
- LUMO energy (spin up / spin down): -3.09 / -11.70 eV
- Energy relative to the best compared isomer or geometry (same formula, charge and spin): 79.84 kJ/mol
- Total charge: +1
- 2S+1: 2
- HOMO level (spin up / spin down): -16.463 / -15.509 eV
- Expectation value of S²: 0.753

XYZ file:
```
16
Properties=species:S:1:pos:R:3:lowdin_spin:R:1
C 1.106 -0.748 0.726 0.2195
C 2.179 -1.283 -0.106 0.1920
H 1.520 -0.604 1.777 0.1015
H 0.571 0.107 0.335 0.0093
H 0.396 -1.614 0.927 0.0652
H 2.997 -0.550 -0.200 0.0479
H 2.603 -2.246 0.195 0.0141
H 1.872 -1.609 -1.137 0.0912
C -1.700 0.608 -0.903 0.1036
C -1.637 1.478 0.355 0.0452
H -1.296 -0.407 -0.724 0.0392
H -2.642 0.688 -1.426 0.0016
H -0.968 1.000 -1.659 0.0331
H -2.284 2.338 0.177 0.0089
H -0.635 1.893 0.462 0.0061
H -2.084 0.948 1.201 0.0218
```

=====

# 2
Density functional theory data (wB97M-V/def2-TZVPD) for a cluster of 6 separate species, C24H61BrN2O8P in total.

Values from the calculation:
- HOMO-LUMO gap: 6.53 eV
- LUMO energy: -4.21 eV
- Total charge: +1
- HOMO level: -10.743 eV

XYZ file:
```
97
Properties=species:S:1:pos:R:3:lowdin_charge:R:1
C -4.944 -0.382 8.069 -0.0806
C -4.333 0.275 6.835 -0.2482
C -3.136 -0.537 6.366 -0.1735
N -2.592 -0.094 5.030 -0.2143
C -2.330 1.367 4.964 -0.3098
O -1.538 1.456 3.817 -0.1864
N -1.516 2.894 3.192 0.1223
O -0.854 3.588 3.793 0.1583
P -3.472 -0.828 3.447 0.6962
O -4.565 -1.739 4.177 -0.3468
Br -4.712 0.877 2.828 0.4611
H -5.322 -1.380 7.843 0.0840
H -5.768 0.216 8.452 0.0850
H -4.202 -0.477 8.863 0.0870
H -5.083 0.355 6.045 0.0944
H -4.015 1.286 7.092 0.1153
H -3.371 -1.597 6.288 0.1201
H -2.314 -0.435 7.077 0.1421
H -1.662 -0.511 4.928 0.1400
H -3.279 1.896 4.872 0.0771
H -1.823 1.684 5.881 0.1469
H -5.404 -1.318 4.430 0.0639
C 1.048 6.133 3.894 -0.0797
C -0.267 6.877 4.065 -0.2909
O -0.281 7.782 5.148 -0.1586
C 0.660 8.846 5.078 -0.2732
C 0.477 9.754 3.876 -0.0776
H 1.352 5.666 4.832 0.0856
H 0.953 5.364 3.126 0.0463
H 1.847 6.803 3.576 0.0738
H -1.072 6.175 4.291 0.0983
H -0.540 7.379 3.129 0.1123
H 1.683 8.455 5.109 0.1086
H 0.506 9.408 5.998 0.1201
H 0.713 9.251 2.937 0.0667
H 1.140 10.614 3.962 0.0798
H -0.552 10.113 3.822 0.0836
C 0.551 3.863 0.181 -0.0685
C 1.012 2.444 -0.115 -0.2880
O 1.458 2.230 -1.433 -0.1757
C 2.585 2.991 -1.845 -0.2627
C 3.835 2.734 -1.023 -0.0735
H -0.189 4.191 -0.551 0.0885
H 0.098 3.891 1.173 0.0368
H 1.374 4.578 0.177 0.0733
H 0.172 1.754 0.003 0.0994
H 1.778 2.142 0.611 0.1120
H 2.344 4.060 -1.854 0.1115
H 2.753 2.692 -2.879 0.1169
H 3.742 3.103 0.000 0.0661
H 4.685 3.243 -1.478 0.0808
H 4.052 1.666 -0.985 0.0841
C 0.492 -0.325 -3.169 -0.0937
C 1.072 -0.078 -4.551 -0.2762
O 2.117 -0.962 -4.907 -0.1556
C 1.768 -2.335 -4.965 -0.2738
C 0.689 -2.663 -5.980 -0.0749
H 1.287 -0.340 -2.424 0.0760
H -0.198 0.479 -2.912 0.0745
H -0.052 -1.271 -3.117 0.0598
H 1.522 0.915 -4.587 0.1131
H 0.276 -0.094 -5.306 0.1100
H 1.476 -2.700 -3.972 0.1019
H 2.692 -2.847 -5.233 0.1201
H -0.282 -2.247 -5.704 0.0664
H 0.585 -3.746 -6.058 0.0634
H 0.959 -2.268 -6.961 0.0848
C 0.188 -4.592 -0.564 -0.0725
C -1.130 -4.148 0.042 -0.2711
O -1.004 -3.558 1.331 -0.1719
C -0.214 -2.388 1.391 -0.2883
C -0.757 -1.234 0.566 -0.0730
H 0.729 -5.237 0.129 0.0844
H 0.000 -5.149 -1.482 0.0804
H 0.831 -3.749 -0.820 0.0648
H -1.780 -5.009 0.198 0.1194
H -1.654 -3.469 -0.639 0.1087
H 0.827 -2.595 1.120 0.1136
H -0.212 -2.115 2.450 0.1028
H -0.690 -1.407 -0.508 0.0617
H -0.195 -0.324 0.783 0.0610
H -1.809 -1.070 0.812 0.0508
C 3.609 -7.733 -6.781 -0.0784
C 2.338 -7.123 -6.215 -0.2809
O 1.973 -5.891 -6.814 -0.1818
C 1.705 -5.937 -8.206 -0.2793
C 0.545 -6.844 -8.582 -0.0773
H 4.423 -7.009 -6.756 0.0826
H 3.897 -8.601 -6.186 0.0771
H 3.481 -8.069 -7.811 0.0676
H 2.478 -6.886 -5.160 0.1164
H 1.512 -7.841 -6.276 0.1078
H 2.605 -6.220 -8.763 0.1095
H 1.473 -4.907 -8.477 0.1135
H 0.773 -7.897 -8.412 0.0674
H 0.313 -6.725 -9.641 0.0780
H -0.342 -6.589 -8.001 0.0810
```

=====

# 3
Density functional theory data (wB97M-V/def2-TZVPD) for an isolated molecule of C5H2N2 in a non-equilibrium geometry.

Values from the calculation:
- HOMO-LUMO gap: 10.88 eV
- LUMO energy: -0.14 eV
- Energy relative to the best compared isomer or geometry (same formula, charge and spin): 211.91 kJ/mol
- Total charge: 0
- HOMO level: -11.018 eV
- SMILES: C#CC(C#N)C#N

XYZ file:
```
9
Properties=species:S:1:pos:R:3:nbo_charge:R:1
C -1.389 1.565 -0.327 -0.1306
C -0.304 0.937 0.086 -0.0380
C 0.394 -0.331 0.279 -0.5132
C 1.698 -0.262 -0.281 0.2725
N 2.879 -0.237 -0.337 -0.2472
C -0.604 -1.326 -0.054 0.2890
N -1.410 -2.218 -0.317 -0.2463
H -2.154 2.421 -0.439 0.2777
H 0.889 -0.549 1.389 0.3361
```

=====

no.,DFT total energy (eV)
1,-4330.404
2,-124558.076
3,-8191.938